Formula: C15H24I2N8O17
Source: OMol25
Level of theory: the ωB97M-V functional and the def2-TZVPD basis

```
66
Properties=species:S:1:pos:R:3:forces:R:3:nbo_charge:R:1
O 1.6893 -2.3877 -1.4964 -0.62 0.69 0.51 -0.505
C 1.4025 -1.6570 -0.5908 0.72 -0.68 -0.84 0.801
O 1.9331 -1.9441 0.6792 -0.45 1.17 -0.66 -0.744
C 0.4038 -0.4312 -0.8356 1.09 -0.47 1.76 -0.575
C 0.5246 0.4750 0.4207 1.05 3.58 1.70 0.099
C -0.1800 0.2848 1.7237 -0.39 -1.90 -1.08 0.194
C -1.1727 -0.9509 1.7789 0.50 1.37 -0.91 -0.559
C -2.4555 -0.5484 0.9120 0.20 -1.13 0.43 0.493
O -3.0906 -1.3449 0.2865 0.55 0.88 0.63 -0.534
I -2.9937 1.5756 0.8734 0.04 -0.56 0.00 0.069
N -0.1210 0.9794 2.8633 0.47 -0.70 -1.57 -0.161
N 0.6552 2.0404 2.8600 0.92 -0.04 -2.66 -0.296
C 1.3449 2.3837 1.7413 1.37 1.12 -1.08 0.138
I 2.5275 4.1989 1.8911 -0.80 -1.21 0.04 0.245
C 1.4074 1.6972 0.4440 -2.37 -2.53 1.85 -0.084
C 2.2381 2.1529 -0.8003 -0.60 2.97 -3.73 0.699
O 3.3780 1.7485 -1.0633 -0.26 -1.12 1.82 -0.697
O 1.6191 2.9788 -1.5914 0.12 -2.14 3.13 -0.697
H 2.6890 -1.3497 0.8779 -0.51 -0.16 -0.08 0.519
H -0.6117 -0.8964 -0.9481 0.92 0.66 -0.06 0.268
H 0.7655 0.0763 -1.7738 -0.58 -0.38 1.08 0.308
H -0.7023 -1.8203 1.2386 -0.58 0.76 0.74 0.257
H -1.4364 -1.2196 2.8333 0.03 0.38 -1.00 0.296
H 0.7132 2.6057 3.7191 -0.16 -0.45 -0.41 0.456
C -3.0838 1.3431 6.5289 -0.13 0.22 0.28 -0.486
N -1.9187 1.3842 5.6058 -0.04 -0.04 -0.02 0.541
O -1.0965 2.2733 5.7726 -0.02 -0.19 -0.24 -0.408
O -1.8667 0.5302 4.7492 -0.30 0.10 0.60 -0.356
H -2.9974 2.1624 7.2375 0.08 -0.05 -0.11 0.231
H -3.9833 1.4467 5.9253 0.08 -0.17 -0.02 0.246
H -3.0613 0.3841 7.0420 -0.05 0.00 -0.17 0.240
C -4.6096 -1.9394 -3.2476 -0.19 -0.21 0.11 -0.491
N -4.1674 -0.6834 -3.9078 -0.12 0.08 -0.02 0.538
O -5.0275 0.1158 -4.2237 0.32 -0.10 -0.01 -0.370
O -2.9717 -0.5491 -4.0832 -0.21 0.11 0.04 -0.387
H -5.6922 -1.9233 -3.1568 0.10 0.10 -0.06 0.227
H -4.2860 -2.7691 -3.8736 0.12 0.09 0.06 0.247
H -4.1395 -1.9772 -2.2663 0.08 -0.02 -0.12 0.237
C -1.0612 -1.0227 -6.9458 0.17 0.23 -0.07 -0.489
N -2.0400 -2.0911 -7.2834 -0.04 -0.03 -0.07 0.537
O -2.2412 -2.3147 -8.4610 -0.07 -0.06 0.32 -0.369
O -2.5713 -2.6675 -6.3502 0.08 0.09 -0.33 -0.394
H -0.6697 -0.6001 -7.8669 -0.11 -0.14 0.02 0.228
H -1.5879 -0.2661 -6.3669 0.04 -0.16 0.12 0.250
H -0.2650 -1.4814 -6.3633 -0.14 0.04 0.09 0.236
C -6.1484 -2.3502 2.1171 -0.19 0.02 -0.25 -0.487
N -5.3814 -1.6189 3.1603 0.02 0.09 0.01 0.533
O -5.4530 -0.4042 3.1604 0.12 -0.23 0.13 -0.376
O -4.7347 -2.2919 3.9405 -0.10 0.23 -0.15 -0.380
H -6.6722 -1.6273 1.4978 0.10 0.01 0.12 0.234
H -5.4349 -2.9206 1.5258 -0.03 -0.04 0.13 0.241
H -6.8521 -3.0051 2.6265 0.15 -0.04 -0.01 0.237
C 6.4643 1.1881 -2.4212 -0.27 0.21 0.16 -0.489
N 7.9103 1.1797 -2.0714 0.00 -0.01 -0.07 0.532
O 8.2767 1.9268 -1.1801 0.07 -0.24 -0.13 -0.394
O 8.6251 0.4251 -2.7013 -0.05 0.24 0.24 -0.374
H 5.9526 1.9033 -1.7827 0.02 -0.08 -0.07 0.250
H 6.3801 1.4763 -3.4667 0.03 -0.15 0.04 0.239
H 6.0815 0.1830 -2.2574 0.04 0.04 -0.14 0.236
C 6.2025 1.2247 1.5186 0.10 -0.08 -0.33 -0.483
N 5.0226 1.0150 2.4001 0.19 0.01 -0.03 0.544
O 4.0287 0.5222 1.8963 -0.13 -0.04 0.33 -0.412
O 5.1341 1.3523 3.5616 -0.25 -0.08 -0.30 -0.369
H 5.9556 0.8803 0.5181 -0.13 0.07 0.14 0.239
H 6.4251 2.2895 1.5161 0.04 -0.09 0.08 0.246
H 7.0280 0.6500 1.9335 -0.03 0.15 0.08 0.238
```
Positions in Å, forces in eV/Å.

Properties
HOMO (eV): -8.6

Formula: C15H24N4O5Y
Source: OMol25
Level of theory: the ωB97M-V functional and the def2-TZVPD basis

```
49
Properties=species:S:1:pos:R:3:forces:R:3:nbo_charge:R:1
O 2.8983 1.4326 -1.7394 -1.96 2.03 1.39 -0.744
H 3.3017 2.0760 -2.3422 -0.24 -0.01 0.23 0.514
Y 0.6127 0.1916 0.0393 -2.52 -2.09 -0.98 1.842
N -1.3938 0.0125 -1.1161 1.28 0.46 1.72 -0.475
N 0.8878 -0.6010 -2.1140 -0.28 0.31 1.48 -0.476
O -2.6400 0.4570 -0.5715 -0.12 -0.54 -0.25 -0.618
O 2.1516 -0.8471 -2.6852 0.87 0.73 -0.01 -0.606
C -1.4483 -0.6570 -2.2880 1.77 -0.37 -1.61 0.052
C -0.1733 -0.9514 -2.8698 -2.03 0.38 0.76 0.103
C -2.7136 -1.0819 -2.9481 -0.25 -0.30 -0.43 -0.666
C -0.0228 -1.5878 -4.2048 -0.03 -0.31 -0.41 -0.667
H -3.6190 -0.6243 -2.5265 0.29 -0.07 -0.21 0.212
H -2.8320 -2.1790 -2.9037 -0.09 0.30 -0.05 0.219
H -2.6747 -0.8071 -4.0127 -0.19 -0.11 0.27 0.241
H 1.0413 -1.7924 -4.3797 -0.45 -0.01 -0.10 0.250
H -0.3955 -0.9206 -5.0053 0.16 -0.34 0.26 0.223
H -0.5945 -2.5319 -4.2549 0.26 0.33 -0.11 0.219
H -3.2305 -0.3001 -0.7154 -0.17 0.40 0.28 0.474
H 2.6278 0.0144 -2.4743 -0.73 -1.51 -0.54 0.487
O 0.7422 -1.9352 0.6654 0.41 -1.19 0.90 -0.954
H 0.4233 -2.7021 0.1698 0.17 0.06 0.09 0.535
H 1.2823 -2.2210 1.4293 -0.45 -0.15 -0.58 0.514
C 1.6518 2.0678 -1.0840 1.72 1.62 -1.50 -0.358
H 1.7903 1.9583 0.0196 0.42 0.64 -0.89 0.174
H 0.7404 1.5856 -1.5386 0.86 0.55 -0.09 0.233
H 1.4902 3.1584 -1.2413 0.71 -0.79 -0.16 0.259
O -1.8182 3.2365 0.0214 -0.07 -2.15 1.59 -0.932
H -2.2010 2.3010 -0.0055 0.35 1.58 -0.56 0.493
H -1.6484 3.3012 0.9936 -0.18 0.40 -1.08 0.459
C -1.7724 0.6334 4.0909 0.02 0.02 -0.47 -0.233
C -0.7681 0.6890 5.0576 0.33 0.08 -0.35 -0.144
C 0.5625 0.6753 4.6411 0.24 0.04 -0.30 -0.200
C 0.8848 0.6346 3.2753 -1.27 0.00 0.12 0.158
N -0.1155 0.6305 2.3242 0.03 -0.19 1.01 -0.579
C -1.4184 0.6028 2.7393 0.75 -0.02 0.14 0.054
C 2.2874 0.5002 2.8206 0.65 -0.28 -0.49 0.146
C 3.3855 0.6022 3.6821 0.01 -0.03 -0.29 -0.200
C 4.6703 0.3740 3.1907 -0.16 0.00 -0.20 -0.144
C 4.8468 0.0447 1.8369 -0.11 -0.03 -0.14 -0.232
C 3.7268 -0.0276 1.0159 -0.13 0.18 0.78 0.054
N 2.4827 0.1979 1.5043 0.21 0.25 0.40 -0.601
H -2.8271 0.6159 4.3603 0.29 0.00 -0.02 0.246
H -1.0013 0.7409 6.1182 -0.02 -0.07 -0.23 0.243
H 1.3853 0.6782 5.3594 -0.54 -0.01 -0.10 0.228
H -2.1817 0.5301 1.9453 0.49 0.13 0.41 0.238
H 3.2190 0.8659 4.7200 0.25 -0.04 -0.14 0.231
H 5.5346 0.4542 3.8523 -0.30 -0.02 -0.20 0.244
H 5.8351 -0.1435 1.4103 -0.35 0.08 0.25 0.247
H 3.7839 -0.2521 -0.0545 0.11 0.05 0.42 0.235
```
Positions in Å, forces in eV/Å.

Properties
Total charge: +1
HOMO (eV): -7.3

Formula: C15H24NO
Source: OMol25
Level of theory: the ωB97M-V functional and the def2-TZVPD basis

```
41
Properties=species:S:1:pos:R:3:forces:R:3:nbo_charge:R:1
C 2.5327 0.5729 -2.3868 0.23 -0.43 0.05 -0.248
O 1.7282 0.8662 -1.2452 -0.04 0.38 0.45 -0.555
C 0.9457 -0.1283 -0.6747 -0.63 0.50 -1.62 0.286
C -0.5857 0.2619 -0.9142 -0.21 -0.60 -0.53 -0.143
C -1.4470 -0.8008 -1.2496 0.02 0.04 -0.04 -0.194
C -2.6911 -0.6143 -1.8663 0.24 -0.07 0.18 -0.208
C -3.1816 0.6561 -2.1801 0.92 0.05 -0.24 0.029
C -4.4763 0.8065 -2.9565 -0.20 0.12 0.24 -0.646
C -2.3604 1.7375 -1.8031 0.22 -0.38 0.15 -0.224
C -1.0962 1.5517 -1.1948 0.04 -0.06 0.05 -0.126
N 1.4143 -0.3424 0.7685 1.38 0.32 0.68 -0.250
C 2.9500 -0.6256 0.8699 -0.28 0.15 -0.26 -0.408
C 1.1407 0.9307 1.5849 -0.37 0.05 0.17 -0.212
C 0.9034 0.6807 3.0959 0.34 0.30 -0.54 -0.422
C -0.0068 -0.4886 3.4319 -0.24 0.07 -0.01 -0.410
C 0.4760 -1.7469 2.7366 0.19 -0.18 -0.30 -0.421
C 0.7052 -1.5829 1.2335 -0.69 -0.30 0.13 -0.218
H 3.0042 1.4968 -2.7169 -0.29 0.06 0.10 0.222
H 3.3367 -0.1038 -2.0993 0.09 -0.22 -0.09 0.168
H 1.9719 0.1266 -3.2151 -0.14 0.14 0.21 0.196
H 1.1103 -1.1112 -1.1809 -0.08 0.57 0.43 0.204
H -1.0964 -1.8159 -1.0546 -0.24 0.11 -0.31 0.202
H -3.2818 -1.4764 -2.1698 0.18 0.02 0.19 0.225
H -4.7256 1.8480 -3.1767 0.13 -0.08 0.23 0.229
H -4.5350 0.2797 -3.9198 0.54 -0.03 0.33 0.239
H -5.2821 0.3809 -2.3549 -0.10 0.14 0.00 0.234
H -2.7079 2.7444 -2.0418 0.27 -0.19 0.19 0.228
H -0.5027 2.4389 -0.9666 -0.08 -0.24 -0.18 0.217
H 3.1173 -1.7064 0.8576 -0.14 0.29 -0.01 0.225
H 3.5139 -0.1787 0.0393 -0.59 0.06 0.27 0.245
H 3.3516 -0.2099 1.8053 -0.45 -0.17 -0.29 0.237
H 2.0143 1.5968 1.4308 -0.65 -0.42 -0.03 0.238
H 0.2532 1.3928 1.1298 0.28 -0.18 0.19 0.235
H 1.8764 0.5239 3.5764 -0.13 0.08 0.05 0.209
H 0.4736 1.6097 3.4916 0.29 -0.14 -0.05 0.248
H 0.0482 -0.6610 4.5081 -0.12 0.06 -0.02 0.238
H -1.0653 -0.2721 3.2092 0.38 -0.03 -0.15 0.219
H 1.4003 -2.0952 3.2030 0.01 0.01 0.07 0.213
H -0.2665 -2.5461 2.8499 0.25 0.06 -0.04 0.246
H -0.2499 -1.5791 0.7143 -0.06 0.05 0.26 0.233
H 1.2899 -2.4170 0.8313 -0.27 0.11 0.09 0.221
```
Positions in Å, forces in eV/Å.

Properties
Total charge: +1
HOMO (eV): -12.2

Formula: C15H24NO4
Source: OMol25
Level of theory: the ωB97M-V functional and the def2-TZVPD basis

```
44
Properties=species:S:1:pos:R:3:forces:R:3:nbo_charge:R:1
C -0.4453 -1.0264 -0.4982 -0.80 -0.83 0.18 -0.285
O -0.1140 -0.3648 -1.7299 0.71 0.27 0.79 -0.568
C 1.1954 0.2143 -1.7120 0.89 0.85 -0.30 -0.068
C 1.3804 1.4061 -0.6953 0.04 0.58 -0.29 -0.445
C 0.7809 2.7963 -1.2342 0.39 -0.69 1.33 -0.400
C -0.3363 3.2626 -0.2165 -0.94 0.38 -0.62 -0.457
C -1.6428 2.3835 -0.2954 0.29 0.14 -1.67 0.327
C -2.1887 2.1186 -1.6282 -2.00 -1.37 2.18 -0.219
C -3.4255 1.3217 -1.7042 1.33 0.56 1.23 -0.003
C -4.0177 1.0743 -3.1349 0.18 -0.36 -0.12 0.757
O -4.6121 1.9346 -3.7072 0.21 -0.49 0.67 -0.463
O -3.8196 -0.1829 -3.6941 0.51 1.41 0.78 -0.677
C -4.0738 0.8240 -0.4728 2.22 1.28 0.26 -0.227
C -3.4331 1.1349 0.7965 -0.66 -0.05 -2.01 0.075
N -2.2644 1.8987 0.8407 -0.88 -0.48 -2.00 -0.468
H 0.2625 -0.8336 0.3486 -0.64 0.03 -0.79 0.220
H -0.4655 -2.1512 -0.6410 0.08 1.21 0.00 0.197
H -1.5063 -0.7157 -0.2444 1.20 -0.33 -0.04 0.158
H 2.0123 -0.5390 -1.5411 -0.92 0.38 -0.05 0.191
H 1.3570 0.6483 -2.7457 -0.18 -0.64 1.06 0.193
H 2.4773 1.5857 -0.4843 -1.15 -0.50 -0.35 0.237
H 0.9145 1.1897 0.3109 0.51 -0.02 -1.07 0.199
H 1.6071 3.5640 -1.1995 -1.04 -0.68 -0.17 0.241
H 0.4127 2.7127 -2.2888 0.26 0.13 1.01 0.213
H -0.6663 4.2994 -0.5371 0.26 -1.02 0.61 0.259
H 0.0673 3.3197 0.8328 -0.42 -0.12 -1.04 0.234
H -1.7141 2.5074 -2.5663 -0.47 -0.41 1.30 0.275
H -2.8648 -0.3948 -3.6531 -0.48 -0.22 0.23 0.504
H -5.0210 0.2331 -0.5381 1.11 0.63 0.28 0.281
H -3.8619 0.7879 1.7668 0.58 0.44 -0.98 0.260
H -1.8487 2.1165 1.7490 -0.16 -0.13 -0.39 0.451
C 3.2033 -3.0084 3.3045 -0.15 -0.11 0.31 -0.431
C 3.2416 -3.7277 1.9697 0.27 -0.02 -0.22 -0.431
C 2.0134 -3.1690 1.2753 -0.28 -0.10 -0.05 -0.069
O 1.8287 -1.8335 1.7708 0.11 -0.08 0.07 -0.565
C 2.6824 -1.6390 2.9092 0.14 0.27 -0.05 -0.066
H 4.1686 -2.9662 3.8088 -0.05 0.03 -0.03 0.229
H 2.4902 -3.5016 3.9715 0.06 0.04 0.00 0.206
H 4.1437 -3.4424 1.4207 -0.05 -0.05 0.00 0.206
H 3.2243 -4.8141 2.0551 -0.03 0.06 -0.01 0.229
H 1.1175 -3.7470 1.5253 0.03 -0.07 -0.05 0.169
H 2.1201 -3.1454 0.1887 -0.04 0.09 0.03 0.183
H 3.4998 -0.9758 2.6066 0.02 0.00 0.09 0.168
H 2.1208 -1.1555 3.7108 -0.06 0.01 -0.10 0.183
```
Positions in Å, forces in eV/Å.

Properties
Total charge: +1
HOMO (eV): -12.0

Number 1: largest force on an atom 0.09345 Eh/bohr, M 842.2 g mol⁻¹, HOMO-LUMO gap 0.2526 Ha. Number 2: largest force on an atom 0.06640 Eh/bohr, M 429.3 g mol⁻¹, HOMO-LUMO gap 0.1191 Ha. Number 3: largest force on an atom 0.03520 Eh/bohr, M 234.4 g mol⁻¹, HOMO-LUMO gap 0.3657 Ha. Number 4: largest force on an atom 0.06332 Eh/bohr, M 282.4 g mol⁻¹, HOMO-LUMO gap 0.2720 Ha.